23
Properties=species:S:1:pos:R:3 method="wB97M-V/def2-TZVPD" de_lowest_kcal_mol=21.55 gap_ev=11.10 charge=+1 e_lumo_ev=-2.7 fmax_ev_per_a=2.1
N -1.578 -0.128 0.404
C -0.228 0.423 0.822
C 0.545 1.018 -0.332
C -0.177 2.202 -0.983
O -1.459 1.711 -1.499
C 0.567 -0.769 1.412
N -0.331 -1.785 2.010
H -2.201 -0.050 1.194
H -1.902 0.499 -0.356
H -1.545 -1.113 0.164
H -0.365 1.148 1.618
H 1.379 1.529 0.154
H 0.980 0.313 -1.037
H -0.439 2.915 -0.196
H 0.349 2.672 -1.807
H -1.819 2.300 -2.173
H 1.204 -0.430 2.233
H 1.230 -1.273 0.711
H -0.253 -1.850 3.015
H -0.085 -2.714 1.686
H 1.464 -2.626 -2.692
H 2.754 -2.144 -1.997
O 1.910 -1.847 -2.349

38
Properties=species:S:1:pos:R:3 method="wB97M-V/def2-TZVPD" de_lowest_kcal_mol=86.93 gap_ev=9.13 smiles="C=C(N)CCC.O.O.O.O.O.O.O" e_lumo_ev=0.4 fmax_ev_per_a=9.0
C 1.543 1.614 2.744
C 0.184 0.692 3.076
C -0.982 1.313 2.302
C -0.771 1.079 0.824
C -0.536 -0.150 0.349
N -1.053 2.124 -0.089
H 1.392 2.607 2.933
H 1.869 1.268 1.844
H 2.182 1.568 3.580
H 0.390 -0.381 2.875
H 0.165 0.705 4.259
H -2.000 0.748 2.549
H -1.023 2.426 2.559
H -0.116 -0.916 0.937
H -0.532 -0.594 -0.631
H -1.432 1.822 -0.907
H -1.521 3.004 0.274
H 2.554 0.735 -0.200
H 2.642 -0.571 0.267
O 2.672 -0.141 -0.462
H -2.247 -2.410 -0.422
H -2.874 -3.058 -1.596
O -2.686 -2.181 -1.205
H -2.220 -3.127 1.795
H -1.096 -2.140 1.033
O -1.663 -3.074 0.992
H -1.594 -0.729 -2.742
H -0.365 -0.187 -3.592
O -0.793 -1.057 -3.260
H -0.404 -3.833 -2.441
H 0.232 -2.738 -2.646
O 0.425 -3.521 -2.153
H 1.612 2.832 -2.056
H 1.144 3.226 -0.511
O 1.687 3.399 -1.258
H 1.944 -0.177 -2.238
H 1.846 -0.358 -3.769
O 1.424 0.185 -3.014

75
Properties=species:S:1:pos:R:3 method="wB97M-V/def2-TZVPD" gap_ev=7.95 e_lumo_ev=-0.3 fmax_ev_per_a=1.6
Mg -2.087 1.230 1.150
N -0.263 -0.478 -0.556
O -0.750 -0.140 0.581
O 0.818 -1.064 -0.594
O -0.886 -0.171 -1.593
N -0.486 3.323 2.795
O -0.739 2.136 2.354
O -0.877 4.287 2.151
O -0.004 3.416 3.916
C 0.221 -4.347 -0.225
C 0.883 -4.399 -1.510
N 1.402 -4.429 -2.524
H -0.372 -3.438 -0.163
H 0.984 -4.351 0.552
H -0.417 -5.217 -0.084
C -3.300 1.432 4.825
S -2.727 -0.112 4.137
O -2.682 0.088 2.640
C -1.024 0.034 4.694
H -2.551 2.209 4.657
H -3.380 1.284 5.906
H -4.263 1.740 4.431
H -1.015 0.568 5.648
H -0.509 0.644 3.949
H -0.605 -0.950 4.879
C -5.620 -0.918 1.132
S -4.620 -0.533 -0.324
O -3.722 0.570 0.148
C -3.576 -1.975 -0.318
H -5.942 0.037 1.537
H -4.991 -1.481 1.813
H -6.510 -1.492 0.873
H -3.161 -2.168 0.669
H -2.765 -1.766 -1.018
H -4.141 -2.839 -0.680
C 1.835 0.824 -3.524
S 1.286 0.224 -5.140
O 2.453 -0.305 -5.876
C 0.380 -1.172 -4.458
H 2.306 1.786 -3.693
H 2.480 0.065 -3.090
H 0.899 0.882 -2.962
H -0.638 -0.823 -4.268
H 0.836 -1.523 -3.533
H 0.339 -1.990 -5.172
C 0.353 3.588 -1.258
S -1.342 3.073 -1.488
O -1.789 2.547 -0.170
C -2.044 4.706 -1.581
H 0.990 2.715 -1.146
H 0.398 4.226 -0.375
H 0.643 4.117 -2.166
H -1.487 5.359 -2.246
H -2.111 5.121 -0.574
H -3.065 4.585 -1.947
C 3.464 -2.119 -2.566
C 4.404 -2.598 -1.487
O 5.597 -2.550 -1.643
C 3.801 -3.016 -0.172
H 3.900 -1.261 -3.067
H 2.488 -1.879 -2.127
H 3.253 -2.906 -3.293
H 4.576 -3.310 0.526
H 3.181 -3.906 -0.375
H 3.113 -2.276 0.234
C 2.364 0.150 2.287
C 3.507 0.427 1.362
O 4.586 -0.129 1.451
C 3.197 1.415 0.258
H 1.932 1.082 2.663
H 2.637 -0.470 3.139
H 1.598 -0.364 1.697
H 3.708 2.365 0.414
H 2.117 1.574 0.228
H 3.534 1.033 -0.707